[1]
The following is a DFT calculation (ωB97M-V with the def2-TZVPD basis set) of 2 unconnected molecules or ions with the total composition C4H14N2O2 at a distorted geometry.

```
22
Properties=species:S:1:pos:R:3
N -2.23 -2.86 -0.77
C -1.22 -2.34 0.26
C -0.11 -1.51 -0.40
C -0.12 0.16 0.05
N 0.27 0.96 -1.12
C 0.90 0.32 1.22
O 0.32 1.10 2.11
H -2.68 -3.63 -0.45
H -2.01 -2.91 -1.78
H -0.51 -3.08 0.84
H -1.89 -1.95 1.10
H -0.17 -1.43 -1.56
H 0.84 -1.85 -0.33
H -1.11 0.54 0.34
H -0.57 1.64 -1.38
H 0.23 0.27 -1.95
H 1.22 -0.64 1.61
H 1.81 0.83 0.76
H 0.72 1.84 2.44
O 1.70 4.89 -0.33
H 2.14 4.98 0.43
H 2.46 4.67 -1.09
```

Summary:
- HOMO: -8.73 eV
- LUMO level: 0.7 eV
- Largest force on an atom: 7.64 eV Å⁻¹
- ΔE to the lowest compared entry with this formula, charge and spin: 94.1 kcal/mol
- Net charge: 0
- E: -420.65511 Eh
- SMILES: NCC[C@H](N)CO.O

Charges obtained by Löwdin population analysis, quoted in units of e: N -0.0136; C -0.2608; C -0.1302; C -0.3083; N -0.0279; C -0.3116; O -0.0022; H 0.0003; H 0.0696; H 0.1175; H 0.1184; H 0.1068; H 0.0407; H 0.1287; H 0.1130; H 0.0696; H 0.1019; H 0.1403; H 0.0518; O -0.0842; H -0.0666; H 0.1470



[2]
The following is a DFT calculation (ωB97M-V with the def2-TZVPD basis set) of a molecular structure, C3H5NO2 at a distorted geometry.

```
11
Properties=species:S:1:pos:R:3
O -0.88 1.14 -1.19
C 0.28 0.46 -1.02
C 0.24 0.00 0.42
O -1.37 -0.44 0.58
C 1.16 -1.08 0.76
N 1.87 -1.96 1.01
H -1.54 0.39 -0.34
H 0.51 -0.33 -1.76
H 1.26 1.01 -0.90
H 0.31 0.86 1.09
H -1.84 -0.06 1.35
```

Summary:
- HOMO: -9.76 eV
- LUMO level: -0.3 eV
- Largest force on an atom: 2.78 eV Å⁻¹
- ΔE to the lowest compared entry with this formula, charge and spin: 85.5 kcal/mol
- Net charge: 0
- E: -322.43807 Eh

Charges obtained by Löwdin population analysis, quoted in units of e: O -0.1747; C -0.3523; C -0.1670; O -0.0199; C -0.1524; N 0.1822; H 0.1284; H 0.1339; H 0.1404; H 0.1516; H 0.1298



Look up the ΔE to the lowest compared entry with this formula, charge and spin of the first one. 94.1 kcal/mol



E of number 1 (C4H14N2O2)? -420.65511 Eh